[1]
C30H24ClIrNO3PS | wB97M-V/def2-TZVPD

Properties
- Kohn-Sham gap (spin up / spin down): 0.16466 / 0.18162 Ha
- Total charge: 0
- 2S+1: 5
- Lowest unoccupied orbital energy (spin up / spin down): -0.337 / -3.521 eV
- E_HOMO (spin up / spin down): -0.17703 / -0.31103 Eh
- ⟨S²⟩: 6.038
- DFT total energy: -74610.869 eV

Structure (XYZ):
```
62
C30H24ClIrNO3PS wB97M-V/def2-TZVPD
C -0.36174 -1.83594 3.30782
C -1.18177 -0.71416 2.91268
C -2.18210 -1.18373 1.99146
H -1.06088 0.28792 3.32128
C -2.04769 -2.60745 1.81369
C -0.91784 -3.05407 2.63192
H -0.56068 -4.06450 2.65869
H 0.45293 -1.81954 4.01154
H -2.97111 -0.58301 1.55813
H -2.62388 -3.27936 1.18571
Ir -0.05182 -1.87099 1.26758
Cl -0.42385 -2.02445 -0.95426
P -0.99086 1.61923 -0.81392
C -2.70380 2.03950 -1.37964
C -3.31931 3.29106 -1.17785
H -2.78229 4.10218 -0.67162
C -4.62819 3.50191 -1.63575
H -5.10093 4.47643 -1.47726
C -5.32680 2.47419 -2.28819
H -6.34985 2.64567 -2.64624
C -4.71405 1.22209 -2.48041
H -5.25385 0.42072 -2.99354
C -3.41280 0.99543 -2.01964
H -2.93118 0.01716 -2.15400
C -0.60184 3.12397 0.19018
C -1.00737 3.07843 1.54566
H -1.53158 2.19141 1.92723
C -0.75194 4.17023 2.38046
H -1.08596 4.14244 3.42179
C -0.07425 5.29947 1.88515
H 0.12776 6.15144 2.54637
C 0.34482 5.33300 0.54632
H 0.87840 6.20544 0.15648
C 0.08753 4.24842 -0.30477
H 0.41792 4.28663 -1.34978
C -0.03843 1.99997 -2.35530
C -0.58681 2.62977 -3.49048
H -1.63674 2.94617 -3.50152
C 0.22143 2.86075 -4.61332
H -0.20882 3.35200 -5.49188
C 1.56769 2.46388 -4.61386
H 2.19558 2.64875 -5.49452
C 2.11091 1.82558 -3.48401
H 3.16091 1.51833 -3.47755
C 1.31357 1.58129 -2.36112
H 1.72594 1.06530 -1.48372
O 1.47790 -3.68333 3.67055
C 1.97697 -3.71200 2.54843
N 1.58627 -2.87628 1.44590
S 2.72057 -2.94885 0.13788
O 2.12588 -3.40539 -1.08044
O 3.55903 -1.76942 0.21523
C 3.49313 -4.38757 0.86699
C 4.39306 -5.29827 0.31500
C 4.81700 -6.42499 1.07448
C 4.32186 -6.63620 2.37779
C 3.39953 -5.72033 2.90532
C 3.00363 -4.62872 2.12500
H 4.78136 -5.16566 -0.68657
H 5.52223 -7.15949 0.66704
H 4.64465 -7.50647 2.96775
H 2.99253 -5.85601 3.90366
```



[2]
C30H24ClNO3PSTb | wB97M-V/def2-TZVPD

Properties
- Kohn-Sham gap (spin up / spin down): 0.24070 / 0.24388 Ha
- Total charge: 0
- 2S+1: 7
- Lowest unoccupied orbital energy (spin up / spin down): -0.915 / -0.831 eV
- E_HOMO (spin up / spin down): -0.27431 / -0.27442 Eh
- ⟨S²⟩: 12.059
- DFT total energy: -94213.111 eV

Structure (XYZ):
```
62
C30H24ClNO3PSTb wB97M-V/def2-TZVPD
C -1.42609 2.41997 1.64995
C -0.53099 2.45040 0.53620
C -1.30562 2.36447 -0.65743
H 0.54043 2.60847 0.57890
C -2.68098 2.27606 -0.29154
C -2.76149 2.29591 1.14569
H -3.66508 2.25537 1.74867
H -1.13941 2.55131 2.68753
H -0.89423 2.41938 -1.65949
H -3.51864 2.21145 -0.98344
Tb -1.90521 0.01414 0.69241
Cl -2.85301 -1.27183 -1.28466
P 1.48418 -0.37409 -1.73811
C 1.01756 0.33995 -3.32710
C 1.96332 1.03456 -4.10717
H 2.98305 1.15653 -3.72869
C 1.59755 1.55974 -5.34850
H 2.34687 2.05115 -5.96933
C 0.28204 1.43767 -5.80066
H 0.00092 1.82627 -6.77599
C -0.68669 0.81977 -5.00093
H -1.71278 0.73343 -5.35328
C -0.33618 0.30113 -3.75423
H -1.08485 -0.13523 -3.08193
C 2.98366 0.35761 -1.04125
C 3.11276 1.76998 -0.92717
H 2.29400 2.41284 -1.26707
C 4.26113 2.31940 -0.35716
H 4.38017 3.39975 -0.33381
C 5.25757 1.49495 0.16713
H 6.16523 1.92843 0.56258
C 5.07111 0.11265 0.19028
H 5.82535 -0.53001 0.63857
C 3.92885 -0.45713 -0.37060
H 3.74089 -1.53085 -0.28543
C 1.53174 -2.17592 -1.81849
C 1.96151 -2.77839 -3.01483
H 2.20308 -2.14901 -3.87612
C 2.08202 -4.16512 -3.09621
H 2.47247 -4.62099 -4.00781
C 1.71321 -4.96163 -2.00819
H 1.81934 -6.04443 -2.06638
C 1.19785 -4.38002 -0.84249
H 0.89322 -5.01224 -0.00686
C 1.08331 -2.99153 -0.74586
H 0.64342 -2.50779 0.13227
O -4.59967 -2.82540 3.09839
S -4.12591 -1.46632 2.95226
O -4.87238 -0.54093 2.11818
N -2.54217 -1.40417 2.41924
C -1.66350 -0.75716 3.23626
O -0.57461 -0.34583 2.66846
C -2.26204 -0.40103 4.51871
C -1.75621 0.55258 5.42680
C -2.61932 1.07768 6.40011
C -3.98755 0.72604 6.40996
C -4.51183 -0.13476 5.42559
C -3.62860 -0.69596 4.50221
H -0.71202 0.87999 5.34654
H -2.24835 1.77193 7.16016
H -4.66310 1.12415 7.17172
H -5.56929 -0.39733 5.34343
```



Copy entry 1 word for word.
C30H24ClIrNO3PS | wB97M-V/def2-TZVPD

Properties
- Kohn-Sham gap (spin up / spin down): 0.16466 / 0.18162 Ha
- Total charge: 0
- 2S+1: 5
- Lowest unoccupied orbital energy (spin up / spin down): -0.337 / -3.521 eV
- E_HOMO (spin up / spin down): -0.17703 / -0.31103 Eh
- ⟨S²⟩: 6.038
- DFT total energy: -74610.869 eV

Structure (XYZ):
```
62
C30H24ClIrNO3PS wB97M-V/def2-TZVPD
C -0.36174 -1.83594 3.30782
C -1.18177 -0.71416 2.91268
C -2.18210 -1.18373 1.99146
H -1.06088 0.28792 3.32128
C -2.04769 -2.60745 1.81369
C -0.91784 -3.05407 2.63192
H -0.56068 -4.06450 2.65869
H 0.45293 -1.81954 4.01154
H -2.97111 -0.58301 1.55813
H -2.62388 -3.27936 1.18571
Ir -0.05182 -1.87099 1.26758
Cl -0.42385 -2.02445 -0.95426
P -0.99086 1.61923 -0.81392
C -2.70380 2.03950 -1.37964
C -3.31931 3.29106 -1.17785
H -2.78229 4.10218 -0.67162
C -4.62819 3.50191 -1.63575
H -5.10093 4.47643 -1.47726
C -5.32680 2.47419 -2.28819
H -6.34985 2.64567 -2.64624
C -4.71405 1.22209 -2.48041
H -5.25385 0.42072 -2.99354
C -3.41280 0.99543 -2.01964
H -2.93118 0.01716 -2.15400
C -0.60184 3.12397 0.19018
C -1.00737 3.07843 1.54566
H -1.53158 2.19141 1.92723
C -0.75194 4.17023 2.38046
H -1.08596 4.14244 3.42179
C -0.07425 5.29947 1.88515
H 0.12776 6.15144 2.54637
C 0.34482 5.33300 0.54632
H 0.87840 6.20544 0.15648
C 0.08753 4.24842 -0.30477
H 0.41792 4.28663 -1.34978
C -0.03843 1.99997 -2.35530
C -0.58681 2.62977 -3.49048
H -1.63674 2.94617 -3.50152
C 0.22143 2.86075 -4.61332
H -0.20882 3.35200 -5.49188
C 1.56769 2.46388 -4.61386
H 2.19558 2.64875 -5.49452
C 2.11091 1.82558 -3.48401
H 3.16091 1.51833 -3.47755
C 1.31357 1.58129 -2.36112
H 1.72594 1.06530 -1.48372
O 1.47790 -3.68333 3.67055
C 1.97697 -3.71200 2.54843
N 1.58627 -2.87628 1.44590
S 2.72057 -2.94885 0.13788
O 2.12588 -3.40539 -1.08044
O 3.55903 -1.76942 0.21523
C 3.49313 -4.38757 0.86699
C 4.39306 -5.29827 0.31500
C 4.81700 -6.42499 1.07448
C 4.32186 -6.63620 2.37779
C 3.39953 -5.72033 2.90532
C 3.00363 -4.62872 2.12500
H 4.78136 -5.16566 -0.68657
H 5.52223 -7.15949 0.66704
H 4.64465 -7.50647 2.96775
H 2.99253 -5.85601 3.90366
```